[1]
The following is a quantum chemistry calculation of a single C3H6Cl2 molecule in a non-equilibrium geometry, from OMol25.

Geometry (Å):
C: 1.22201 -0.48236 0.22125
C: -0.03883 0.18074 0.36430
C: -1.13601 0.19354 -0.54078
H: 1.46486 -0.70547 1.26642
H: 2.01346 0.10666 -0.39696
H: 1.03645 -1.40359 -0.40796
H: -0.66950 -0.28017 1.22909
H: -1.85651 0.77797 -0.28540
H: -1.57593 -0.85235 -0.42855
Cl: 0.13625 1.96106 1.18262
Cl: -0.59624 0.50396 -2.20404

Forces on the atoms, in the same order (eV/Å):
2.1744 -0.6946 -1.8466
-2.7333 1.8955 5.2503
2.6554 -5.1510 -3.5202
1.0466 -0.2374 -0.6687
-1.3308 -0.8554 1.4632
0.2779 0.6089 0.9334
1.7602 0.6189 -0.6587
-4.2794 4.0706 1.4326
0.5287 1.0032 -0.9533
0.2202 -1.3513 -0.9515
-0.3198 0.0926 -0.4806

## Properties
**ΔE to the lowest compared entry with this formula, charge and spin**: 141.2 kJ/mol
**E_tot**: -1038.24199 hartree
**Maximum force**: 6.78 eV/Å
**E_HOMO**: -10.5 eV
**Kohn-Sham gap**: 11.2 eV

[2]
The following is a quantum chemistry calculation of a molecular structure, C8H16CuO4, from OMol25.

Geometry (Å):
Cu: 0.00000 0.00000 0.29240
C: -1.27531 -2.31336 -0.60068
C: -1.79075 -1.23775 -1.52430
O: -1.70379 0.00042 -0.76902
C: -1.78714 1.23707 -1.52711
C: -1.27225 2.31404 -0.60473
O: 0.00046 1.89912 0.00372
C: 1.27532 2.31337 -0.60066
C: 1.79077 1.23776 -1.52428
O: 1.70381 -0.00042 -0.76900
C: 1.78716 -1.23706 -1.52710
C: 1.27226 -2.31403 -0.60472
O: -0.00045 -1.89911 0.00371
H: -1.13264 -3.26413 -1.11037
H: -1.94542 -2.46084 0.24321
H: -2.82892 -1.43619 -1.79072
H: -1.19972 -1.13325 -2.43634
H: -2.82437 1.43660 -1.79643
H: -1.19411 1.12969 -2.43752
H: -1.94422 2.46481 0.23707
H: -1.12663 3.26316 -1.11662
H: 1.94544 2.46084 0.24322
H: 1.13264 3.26413 -1.11034
H: 2.82894 1.43621 -1.79069
H: 1.19973 1.13326 -2.43632
H: 2.82439 -1.43660 -1.79642
H: 1.19414 -1.12968 -2.43752
H: 1.94423 -2.46480 0.23708
H: 1.12664 -3.26316 -1.11662

Forces on the atoms, in the same order (eV/Å):
0.0000 0.0000 -0.3990
0.2030 -0.0979 0.1360
-0.0530 0.1621 0.0296
-0.1614 0.0001 -0.0149
-0.0546 -0.1610 0.0299
0.2031 0.0969 0.1353
0.0016 0.0491 -0.0264
-0.2032 0.0976 0.1358
0.0529 -0.1621 0.0294
0.1614 0.0000 -0.0149
0.0546 0.1609 0.0299
-0.2032 -0.0968 0.1353
-0.0015 -0.0492 -0.0265
-0.0081 0.0075 -0.0386
-0.0181 -0.0071 0.0211
-0.0226 0.0217 -0.0088
0.0279 -0.0359 -0.0190
-0.0226 -0.0220 -0.0086
0.0278 0.0358 -0.0192
-0.0184 0.0070 0.0214
-0.0083 -0.0070 -0.0382
0.0182 0.0072 0.0214
0.0082 -0.0072 -0.0387
0.0226 -0.0217 -0.0088
-0.0277 0.0360 -0.0189
0.0225 0.0220 -0.0087
-0.0277 -0.0358 -0.0192
0.0183 -0.0070 0.0214
0.0084 0.0070 -0.0382

## Properties
**2S+1**: 2
**E_tot**: -2255.17516 hartree
**Maximum force**: 0.40 eV/Å
**Net charge**: +2
**E_HOMO (spin up / spin down)**: -19.0 / -18.8 eV
**Kohn-Sham gap (spin up / spin down)**: 11.7 / 8.7 eV

[3]
The following is a quantum chemistry calculation of 2 unconnected molecules or ions with the total composition CH2N4P in a non-equilibrium geometry, from OMol25.

Geometry (Å):
C: 1.55934 -0.06746 -0.91458
N: 0.54153 0.80301 -0.91104
N: 1.35639 -1.09445 -0.03429
N: -0.26570 0.31222 -0.01738
N: 0.13915 -0.80149 0.48452
P: -2.90481 0.81768 0.98745
H: 2.33117 0.15704 -1.58577
H: -2.75708 -0.12656 1.99109

Forces on the atoms, in the same order (eV/Å):
-1.6208 -0.5149 1.3659
0.9762 -0.0085 -0.2879
-0.1334 1.2192 -1.2234
-2.6216 0.3064 0.8206
1.4139 -0.5726 0.1847
0.3260 0.5905 -0.8494
1.3921 -0.4409 -0.5196
0.2677 -0.5792 0.5090

## Properties
**ΔE to the lowest compared entry with this formula, charge and spin**: 216.9 kJ/mol
**E_tot**: -599.60196 hartree
**Maximum force**: 2.76 eV/Å
**Net charge**: -1
**E_HOMO (spin up / spin down)**: -4.0 / -4.0 eV
**Kohn-Sham gap (spin up / spin down)**: 7.0 / 7.0 eV

[4]
The following is a quantum chemistry calculation of 2 unconnected molecules or ions with the total composition O2 in a non-equilibrium geometry, from OMol25.

Geometry (Å):
O: 0.83827 -0.31804 0.46412
O: -0.83827 0.31804 -0.46412

Forces on the atoms, in the same order (eV/Å):
-6.4326 2.4405 -3.5615
6.4326 -2.4405 3.5615

## Properties
**ΔE to the lowest compared entry with this formula, charge and spin**: 677.0 kJ/mol
**E_tot**: -150.03877 hartree
**Maximum force**: 7.75 eV/Å
**E_HOMO**: -13.2 eV
**Kohn-Sham gap**: 7.2 eV

[5]
The following is a quantum chemistry calculation of 3 unconnected molecules or ions with the total composition C4H10O2 in a non-equilibrium geometry, from OMol25.

Geometry (Å):
C: -0.32320 1.48346 -1.08131
C: 0.68543 0.96232 -0.37832
C: 0.65257 0.80718 1.05014
C: 1.76017 0.40061 1.71368
H: -1.09192 1.91362 -0.46414
H: -0.44932 1.65224 -2.13134
H: 1.70376 0.90233 -0.77222
H: -0.14475 1.29260 1.60102
H: 1.71461 0.33259 2.79095
H: 2.68400 0.13613 1.14670
H: 0.14924 -1.69395 -0.10854
H: -0.15429 -2.19789 1.31229
O: 0.55953 -1.90389 0.74090
H: -2.41976 -2.07118 -1.92183
H: -2.81192 -0.87339 -1.30271
O: -2.51415 -1.14279 -2.19528

Forces on the atoms, in the same order (eV/Å):
-0.0287 0.1446 0.8884
0.5152 1.0334 -0.9997
2.0665 0.9321 1.3120
-0.7389 0.5490 -0.9546
-0.8579 -0.3154 0.0197
0.5818 -0.0271 -0.3762
-0.4085 -0.8706 -0.4972
-0.4396 -0.5660 0.0611
0.4046 -0.0073 0.0480
-0.9117 -0.0489 0.7353
0.0341 -0.0014 0.1683
-0.0775 -0.0317 -0.0079
-0.1473 -0.7772 -0.3956
0.2637 -0.1351 -1.0263
0.0511 0.8947 -0.7267
-0.3070 -0.7729 1.7514

## Properties
**ΔE to the lowest compared entry with this formula, charge and spin**: 256.4 kJ/mol
**E_tot**: -308.80049 hartree
**Maximum force**: 2.62 eV/Å
**E_HOMO**: -8.4 eV
**Kohn-Sham gap**: 8.9 eV

[6]
The following is a quantum chemistry calculation of 8 unconnected molecules or ions with the total composition C30H58Cl2O14S6 in a non-equilibrium geometry, from OMol25.

Geometry (Å):
C: 3.78089 -0.23409 4.02696
C: 4.80142 0.59089 4.84428
C: 5.73907 1.19941 3.84214
S: 5.99183 -0.04391 2.57683
O: 7.28393 -0.65229 2.75419
O: 5.67416 0.47918 1.27470
C: 4.60499 -1.09275 3.08501
H: 3.15041 0.49903 3.52242
H: 3.23149 -0.88130 4.70392
H: 5.30209 -0.10643 5.52268
H: 4.30758 1.35199 5.44003
H: 6.71020 1.49228 4.23594
H: 5.29621 2.07938 3.37341
H: 5.09608 -1.90049 3.62504
H: 4.14641 -1.30406 2.12519
C: 1.88005 4.01253 -0.58820
C: 3.32809 3.54937 -0.50442
C: 3.89223 4.06808 0.82311
S: 2.46767 4.13723 1.95252
O: 2.18901 5.49979 2.31411
O: 2.60229 3.14884 2.98315
C: 1.28717 3.56502 0.72817
H: 1.26968 3.58022 -1.38391
H: 1.80156 5.09230 -0.73189
H: 3.89567 3.96509 -1.34429
H: 3.48025 2.47469 -0.62564
H: 4.26060 5.08639 0.73884
H: 4.61438 3.37716 1.24878
H: 0.28547 3.80719 1.07137
H: 1.41034 2.48071 0.81979
C: -1.41758 -2.78779 -3.46719
C: -1.62367 -2.30414 -4.89777
C: -2.43561 -3.37390 -5.63991
S: -2.67819 -4.76050 -4.52888
O: -2.42629 -5.97469 -5.25179
O: -3.88656 -4.56406 -3.77819
C: -1.28135 -4.30317 -3.48287
H: -2.30145 -2.57775 -2.85738
H: -0.56606 -2.31967 -2.97972
H: -0.70760 -2.18768 -5.47965
H: -2.09360 -1.32029 -4.90228
H: -1.88543 -3.81531 -6.47087
H: -3.37235 -3.03583 -6.08016
H: -0.38791 -4.59032 -4.04170
H: -1.31722 -4.76750 -2.50315
C: -0.33358 -1.30735 5.12528
C: -0.94944 -1.11309 6.50435
C: -0.21945 0.09157 7.14019
S: 0.39054 1.10424 5.78046
O: 1.83025 1.05897 5.76379
O: -0.24742 2.38373 5.75902
C: -0.27294 0.04986 4.48681
H: -0.79873 -2.09473 4.52947
H: 0.68803 -1.69941 5.24340
H: -0.81430 -2.02873 7.07536
H: -2.01537 -0.88933 6.44990
H: 0.61347 -0.26005 7.74395
H: -0.86166 0.73486 7.73590
H: 0.19284 0.23290 3.52391
H: -1.28699 0.46923 4.41129
C: -0.13371 2.80946 -4.14997
C: 0.53964 2.26658 -5.44245
C: 0.43360 3.27799 -6.60075
S: -0.44229 4.68437 -5.91594
O: -1.86307 4.49503 -6.06419
O: 0.17287 5.90702 -6.34412
C: -0.03214 4.32480 -4.22634
H: 0.41393 2.44717 -3.28835
H: -1.15377 2.43594 -4.10577
H: 0.09538 1.33724 -5.78589
H: 1.58957 2.03877 -5.25009
H: -0.15978 2.94051 -7.44559
H: 1.40478 3.64584 -6.91657
H: -0.71353 4.87522 -3.58272
H: 1.00535 4.62623 -4.07362
C: -5.16438 -4.94762 0.04554
C: -5.29198 -3.46460 0.44479
C: -4.12358 -3.05315 1.32035
S: -2.78773 -4.21862 0.96992
O: -2.48865 -4.91349 2.19057
O: -1.72704 -3.57567 0.23585
C: -3.70266 -5.31139 -0.12884
H: -5.64423 -5.05271 -0.92664
H: -5.69134 -5.57865 0.75857
H: -6.24831 -3.32784 0.94627
H: -5.34861 -2.82919 -0.44255
H: -4.37824 -3.33182 2.34368
H: -3.71336 -2.05199 1.25292
H: -3.39339 -6.32851 0.08400
H: -3.44892 -5.02030 -1.14507
O: -0.71422 0.99642 -0.59398
C: -0.04537 0.08983 -0.21581
O: -0.31007 -0.61514 0.89417
C: 0.79624 -1.50170 1.19024
C: 1.98968 -0.84747 0.45552
C: 1.27541 -0.38331 -0.81236
H: 0.55907 -2.46982 0.75194
H: 0.98572 -1.52936 2.25759
H: 2.68411 -1.63806 0.17147
H: 2.39106 -0.07356 1.10572
H: 1.05459 -1.25203 -1.43286
H: 1.73826 0.42108 -1.37115
Cl: -3.95771 0.33301 -0.47843
C: -3.90062 2.03555 -1.06301
C: -4.02752 2.08271 -2.56357
Cl: -3.67797 3.73856 -3.12620
H: -2.96291 2.45856 -0.72845
H: -4.77382 2.48733 -0.60725
H: -5.03379 1.83880 -2.89841
H: -3.39019 1.35052 -3.05800

Forces on the atoms, in the same order (eV/Å):
0.5078 0.3348 0.4006
-0.4724 -0.6424 0.2812
0.5216 0.6463 -0.1332
0.0193 0.3731 0.3109
-0.1034 -0.3822 0.2020
-0.2717 0.4045 -0.5534
0.8878 0.6803 -0.1699
-0.3009 -0.3423 -0.1382
-0.4308 0.1934 -0.1017
0.2574 0.2024 -0.0004
-0.0972 -0.0041 0.0161
0.0634 -0.1531 -0.0033
-0.1411 -0.1208 -0.0998
-0.3819 -0.4345 -0.2936
-0.1362 -0.6929 0.1784
-1.0358 -0.2003 -0.1171
0.6859 0.5647 -0.9803
-0.4120 -0.2959 0.0827
-0.0154 0.1452 -0.5738
0.0636 0.1919 -0.0768
0.1775 -0.5245 0.4643
0.4004 -0.5173 0.9862
0.3796 -0.2031 -0.1951
0.1679 0.0541 0.2240
0.0334 0.1165 0.1782
-0.4272 -0.0867 0.3837
0.1591 -0.0189 0.0635
0.1719 0.1803 0.0806
-0.0568 0.3816 -0.3563
-0.2347 -0.0182 -0.1812
-0.0236 -0.1034 0.6963
-0.1274 0.0887 -0.4896
-0.1377 -0.0648 -0.6674
0.8025 0.4787 -0.1794
-0.2083 -0.3042 0.1548
-0.4635 -0.1544 0.3696
0.0620 0.2248 -0.6873
0.0821 0.2963 -0.0735
0.0654 0.0590 -0.0046
0.2929 0.0047 0.4685
-0.1976 -0.1290 -0.0298
0.1595 0.0813 0.0643
-0.2101 -0.0680 0.4179
0.0061 -0.2451 0.1487
-0.1078 -0.1147 0.0073
0.8673 -0.9118 -0.3696
0.0862 0.2473 0.0681
-0.2802 -0.3824 0.1555
0.6463 -0.2954 -0.2276
0.1136 -0.2065 0.1513
-0.4375 0.3246 0.0762
-1.1650 1.0194 0.1644
-0.4622 0.3327 -0.0562
0.0009 0.2148 0.1460
-0.0907 0.1173 0.2634
-0.0213 -0.1243 -0.1803
0.2089 0.2696 -0.1023
-0.0270 -0.0558 0.0586
0.4300 -0.2250 0.1145
0.0240 -0.2456 -0.2117
0.2909 -0.2766 -0.5443
0.1353 -0.2566 -0.3347
-0.1350 0.1946 0.4675
-0.0235 0.1228 0.1302
0.0707 -0.1195 -0.1470
0.0434 0.3160 -0.1537
-0.0451 -0.2914 0.0829
-0.1000 -0.1671 0.2449
-0.1316 0.3260 0.1660
-0.1422 -0.1919 0.2838
-0.0058 0.1404 -0.0149
0.0890 -0.0858 -0.0649
-0.0172 0.0202 -0.1738
0.0218 0.0179 0.0432
-0.0623 0.2129 0.0422
-0.4421 -0.0427 -0.1637
-0.2211 0.5089 -0.6348
0.0372 -1.0103 0.5810
-0.5240 0.0306 -0.3158
0.3033 -0.2421 0.3537
0.3684 0.1533 -0.1869
0.1015 0.6813 -0.1334
-0.1830 -0.2660 0.1120
0.1496 -0.0829 0.0904
0.0826 0.1296 0.1790
0.1768 -0.1281 -0.0719
0.2013 0.4130 0.1581
-0.2163 0.1487 -0.1202
-0.1400 -0.0967 0.0275
0.4136 -0.1133 -0.0692
-0.8269 0.6836 -0.3425
0.9485 -0.2583 -0.1423
-0.1059 -0.0611 0.6014
0.5196 0.5076 -0.8510
-0.7557 -1.3807 -0.3550
-0.4077 0.4820 0.9139
-0.0502 -0.1687 0.3659
-0.4193 -0.1931 0.1301
0.5207 0.3333 0.4715
0.3618 0.1921 -0.4046
0.1569 0.0406 -0.2174
0.0756 -0.0485 -0.1738
0.0153 -0.0347 -0.1882
-0.3312 -0.4509 0.0803
-0.2975 -0.4067 -0.3139
0.0820 -0.1246 -0.0522
0.0485 0.0449 0.1275
0.2029 0.3937 0.1321
-0.0971 0.1251 0.1812
0.3969 0.3180 0.0789

## Properties
**E_tot**: -5540.70067 hartree
**Maximum force**: 1.61 eV/Å
**E_HOMO**: -10.3 eV
**Kohn-Sham gap**: 10.3 eV

Q: The highest E_tot belongs to which entry?
A: O2

What did the first record say?
The following is a quantum chemistry calculation of a single C3H6Cl2 molecule in a non-equilibrium geometry, from OMol25.

Geometry (Å):
C: 1.22201 -0.48236 0.22125
C: -0.03883 0.18074 0.36430
C: -1.13601 0.19354 -0.54078
H: 1.46486 -0.70547 1.26642
H: 2.01346 0.10666 -0.39696
H: 1.03645 -1.40359 -0.40796
H: -0.66950 -0.28017 1.22909
H: -1.85651 0.77797 -0.28540
H: -1.57593 -0.85235 -0.42855
Cl: 0.13625 1.96106 1.18262
Cl: -0.59624 0.50396 -2.20404

Forces on the atoms, in the same order (eV/Å):
2.1744 -0.6946 -1.8466
-2.7333 1.8955 5.2503
2.6554 -5.1510 -3.5202
1.0466 -0.2374 -0.6687
-1.3308 -0.8554 1.4632
0.2779 0.6089 0.9334
1.7602 0.6189 -0.6587
-4.2794 4.0706 1.4326
0.5287 1.0032 -0.9533
0.2202 -1.3513 -0.9515
-0.3198 0.0926 -0.4806

## Properties
**ΔE to the lowest compared entry with this formula, charge and spin**: 141.2 kJ/mol
**E_tot**: -1038.24199 hartree
**Maximum force**: 6.78 eV/Å
**E_HOMO**: -10.5 eV
**Kohn-Sham gap**: 11.2 eV

Q: The highest E_tot belongs to which entry?
A: O2